Below is a single C23H28N6O2S molecule at a distorted geometry, with properties calculated with ωB97M-V/def2-TZVPD.

Geometry (Å):
C  -8.7545  -0.5901  -0.3465
C  -7.8565  -1.5547  0.4226
O  -6.5529  -1.6366  -0.1196
C  -5.6584  -0.6364  0.0940
C  -5.8604  0.4684  0.9308
C  -4.8711  1.4146  1.0920
C  -3.6545  1.2897  0.4264
N  -2.6568  2.2189  0.5661
C  -1.4252  2.1697  -0.0373
O  -0.6058  3.0535  0.1666
C  -1.2070  1.0190  -0.9136
C  0.1515  0.9213  -1.5589
N  1.1130  0.1102  -0.8197
C  0.8067  -1.3139  -0.8616
C  1.9453  -2.1408  -0.3694
C  1.9989  -2.9255  0.7388
C  3.2504  -3.5582  0.9129
C  4.1301  -3.2501  -0.0697
S  3.4478  -2.1846  -1.2340
C  1.3451  0.5886  0.5390
C  2.7329  0.3392  1.0120
N  3.0074  -0.4514  2.0278
N  4.3197  -0.4181  2.1943
N  4.8642  0.3494  1.3479
N  3.9069  0.8661  0.5731
C  4.2337  1.8326  -0.4680
C  5.7305  2.1293  -0.3665
C  3.4421  3.1219  -0.2325
C  3.9144  1.2301  -1.8361
C  -2.1764  0.0932  -1.0860
C  -3.4367  0.1835  -0.4175
C  -4.4468  -0.7646  -0.5705
H  -8.3690  0.4256  -0.2999
H  -9.7556  -0.6076  0.0749
H  -8.8055  -0.8891  -1.3904
H  -8.2465  -2.5724  0.3345
H  -7.8196  -1.2931  1.4872
H  -6.7871  0.5963  1.4665
H  -5.0393  2.2619  1.7407
H  -2.8198  3.0164  1.1698
H  0.5646  1.9306  -1.6414
H  0.0645  0.4945  -2.5614
H  -0.0828  -1.5597  -0.2552
H  0.5988  -1.5681  -1.9066
H  1.1780  -3.0371  1.4239
H  3.4830  -4.2000  1.7426
H  5.1462  -3.5698  -0.1861
H  1.1429  1.6601  0.5777
H  0.6819  0.0904  1.2630
H  6.0163  2.8186  -1.1564
H  6.3073  1.2146  -0.4683
H  5.9694  2.5738  0.5960
H  2.3875  2.9987  -0.4572
H  3.8335  3.9051  -0.8764
H  3.5429  3.4474  0.8011
H  4.0447  1.9861  -2.6056
H  2.8922  0.8630  -1.8625
H  4.5834  0.3991  -2.0466
H  -2.0197  -0.7438  -1.7525
H  -4.2951  -1.6191  -1.2106

E_tot = -48175.84737 eV
HOMO energy = -8.263 eV
Energy above the lowest of the compared OMol25 structures with the same formula, charge and spin = 42.1 kcal/mol
Kohn-Sham gap = 0.2998 hartree
Structure (SMILES) = CCOc1ccc2[nH]c(=O)c(CN(Cc3cccs3)Cc3nnnn3C(C)(C)C)cc2c1



Below is C29H55As3CaClN6O4PS as an isolated structure, with properties calculated with ωB97M-V/def2-TZVPD.

Geometry (Å):
Ca  0.2914  0.1178  1.1126
C  -1.2351  -2.3414  7.3508
C  -0.5281  -2.4918  6.0306
C  -1.0411  -1.9039  4.8781
C  -0.3706  -2.0171  3.6704
C  0.8249  -2.7130  3.5917
C  1.3346  -3.3230  4.7253
C  0.6641  -3.2040  5.9352
S  1.6745  -2.8619  1.9885
O  -0.6634  -1.9818  -0.1478
O  2.8244  -3.7588  2.2987
N  2.1093  -1.3437  1.6907
C  3.0378  -0.7491  2.6564
C  2.9375  0.7708  2.5906
O  3.9408  1.4814  2.6650
O  1.7388  1.2232  2.4256
H  -2.3037  -2.1802  7.2100
H  -0.8425  -1.4856  7.9046
H  -1.1009  -3.2258  7.9739
H  -1.9715  -1.3495  4.9220
H  -0.8326  -1.5529  2.7954
H  2.2570  -3.8834  4.6349
H  1.0730  -3.6758  6.8219
H  4.0734  -1.0467  2.4810
H  2.7923  -1.0364  3.6899
C  1.5171  -3.6519  -1.2747
As  0.6272  -1.9217  -1.4367
C  -1.2832  -3.2085  0.2273
C  -0.3444  -2.4314  -3.0745
C  -1.6431  -1.7466  -3.5386
C  -1.7758  -2.0612  -5.0381
C  -1.6118  -0.2176  -3.3962
As  -1.5932  0.6610  -1.6140
C  -1.8623  2.4497  -2.3645
C  -3.4456  0.4192  -1.0356
C  -2.8356  -2.3666  -2.7952
As  -4.6370  -1.9132  -3.4844
C  -4.9257  -3.5214  -4.5764
C  -5.5987  -2.5747  -1.9082
H  0.8080  -4.4438  -1.0366
H  2.2994  -3.6246  -0.5199
H  1.9556  -3.8641  -2.2528
H  -1.5832  -3.7829  -0.6525
H  -2.1761  -2.9599  0.8030
H  -0.6138  -3.8063  0.8465
H  -0.4993  -3.5140  -3.0607
H  0.4371  -2.2486  -3.8252
H  -0.9291  -1.6520  -5.5933
H  -2.6863  -1.6199  -5.4504
H  -1.8076  -3.1402  -5.2095
H  -2.4766  0.1963  -3.9231
H  -0.7189  0.1705  -3.9001
H  -2.6375  2.4243  -3.1314
H  -0.9295  2.8111  -2.7946
H  -2.1880  3.1081  -1.5608
H  -4.1319  0.4366  -1.8830
H  -3.6637  1.2365  -0.3515
H  -3.5536  -0.5075  -0.4752
H  -2.8173  -2.0718  -1.7462
H  -2.7580  -3.4583  -2.8260
H  -4.3592  -3.4581  -5.5038
H  -5.9846  -3.5900  -4.8254
H  -4.6289  -4.4194  -4.0329
H  -5.5040  -1.8607  -1.0915
H  -5.2041  -3.5411  -1.5914
H  -6.6551  -2.6833  -2.1515
Cl  -1.8722  1.5035  1.8295
C  4.1335  0.2128  -0.6415
N  3.6027  0.3789  -2.0005
C  3.8473  -0.6953  -2.9490
C  2.6529  1.2630  -2.2439
N  1.8768  2.1022  -2.4447
H  5.2196  0.1370  -0.6981
H  3.7140  -0.6721  -0.1548
H  3.8898  1.0838  -0.0391
H  4.9190  -0.7872  -3.1295
H  3.3460  -0.4763  -3.8897
H  3.4781  -1.6464  -2.5567
C  0.3883  6.1299  1.3539
N  0.7878  5.7579  -0.0774
C  2.3130  5.8624  -0.1781
N  2.9486  5.0629  0.8005
C  2.5038  5.4356  2.1430
N  1.0542  5.3170  2.2967
C  0.6032  3.9154  2.2585
P  1.0199  3.0451  0.6735
C  0.3128  4.3759  -0.4313
C  2.7797  3.6185  0.5535
H  -0.6927  6.0081  1.4185
H  0.6637  7.1800  1.4740
H  0.3730  6.4327  -0.7192
H  2.5485  6.9188  -0.0334
H  2.5823  5.5452  -1.1854
H  2.7951  6.4716  2.3347
H  2.9915  4.7837  2.8646
H  -0.4749  3.8635  2.4155
H  1.0829  3.3553  3.0593
H  -0.7729  4.3757  -0.3441
H  0.5919  4.1731  -1.4650
H  3.1711  3.3898  -0.4386
H  3.3557  3.0585  1.2976

E_tot = -281698.69633 eV
HOMO energy = -7.328 eV
Energy above the lowest of the compared OMol25 structures with the same formula, charge and spin = 51.6 kcal/mol
Kohn-Sham gap = 0.2544 hartree



Below is C4H9NaO4Sr as an isolated structure at a distorted geometry, with properties calculated with ωB97M-V/def2-TZVPD.

Geometry (Å):
O  0.6268  1.4784  -0.6065
Sr  2.3369  0.4926  -0.3540
O  1.8264  -1.5282  0.0146
C  0.8820  -2.0278  0.8452
O  -0.4025  -1.3841  0.7406
C  -1.1057  -1.6239  -0.4752
C  -2.5275  -1.1636  -0.2487
O  -2.5437  0.2440  -0.0801
C  -3.8359  0.8054  0.0068
Na  -0.7046  1.0084  1.0897
H  1.1560  -1.8861  1.9092
H  0.7006  -3.1006  0.6224
H  -1.1163  -2.7024  -0.7076
H  -0.7065  -0.9916  -1.4085
H  -2.9401  -1.6247  0.6666
H  -3.1208  -1.4346  -1.1387
H  -3.7165  1.8928  0.0883
H  -4.4217  0.5797  -0.8985
H  -4.3610  0.4225  0.8974

E_tot = -17734.57106 eV
HOMO energy = -6.336 eV
Energy above the lowest of the compared OMol25 structures with the same formula, charge and spin = 0.0 kcal/mol
Kohn-Sham gap = 0.2239 hartree



Below is C43H43Br3NO4PSi2Y as an isolated structure, with properties calculated with ωB97M-V/def2-TZVPD.

Geometry (Å):
Y  -0.7342  -0.6545  0.3369
C  -4.2284  0.2764  -0.4523
C  -3.7058  1.2403  0.5608
C  -4.5455  2.2945  1.0004
C  -4.1034  3.1763  1.9384
C  -2.8014  3.0393  2.4660
C  -2.2328  3.8728  3.4642
Br  -3.2294  5.3175  4.1841
C  -0.9748  3.6359  3.9306
C  -0.2068  2.5786  3.4147
Br  1.5066  2.2752  4.1449
C  -0.6670  1.7532  2.4064
O  0.0026  0.7788  1.8883
C  -2.0213  1.9879  1.9609
N  -2.4821  1.1060  1.0319
H  -5.0192  0.7464  -1.0380
H  -4.6305  -0.6156  0.0314
H  -3.4374  -0.0511  -1.1259
H  -5.5356  2.3838  0.5761
H  -4.7338  3.9836  2.2863
H  -0.5495  4.2582  4.7054
O  0.0943  -3.1724  1.8934
C  0.7705  -2.2896  1.3615
C  2.2894  -2.4553  1.5342
C  2.8095  -3.3820  2.4363
C  4.1733  -3.5608  2.5454
C  5.0421  -2.8355  1.7314
C  4.5380  -1.9165  0.8302
C  3.1597  -1.7042  0.7501
P  2.4070  -0.4968  -0.3821
C  2.9359  1.1332  0.2353
C  2.3366  2.2452  -0.3490
C  2.6566  3.5245  0.0711
C  3.5806  3.7070  1.0911
C  4.1732  2.6057  1.6875
C  3.8503  1.3244  1.2662
C  3.4214  -0.7135  -1.8887
C  4.2141  0.2862  -2.4421
C  4.9192  0.0574  -3.6158
C  4.8456  -1.1736  -4.2471
C  4.0530  -2.1772  -3.7025
C  3.3432  -1.9448  -2.5395
H  2.1059  -3.9542  3.0282
H  4.5765  -4.2753  3.2528
H  6.1110  -2.9940  1.8004
H  5.2106  -1.3617  0.1868
H  1.6004  2.1121  -1.1334
H  2.1713  4.3762  -0.3877
H  3.8225  4.7047  1.4337
H  4.8742  2.7400  2.5007
H  4.2973  0.4696  1.7544
H  4.2840  1.2529  -1.9591
H  5.5285  0.8482  -4.0343
H  5.3979  -1.3522  -5.1602
H  3.9812  -3.1410  -4.1898
H  2.7192  -2.7322  -2.1320
Br  -1.7287  -2.6188  7.5612
C  -2.2370  -2.4980  5.7339
C  -1.6542  -1.5336  4.9318
C  -2.0181  -1.4725  3.5957
C  -2.9577  -2.3457  3.0655
C  -3.5475  -3.2871  3.9037
C  -3.1841  -3.3770  5.2371
C  -3.3723  -2.3245  1.6093
O  -4.4871  -2.7285  1.2969
O  -2.5018  -1.8741  0.7796
H  -0.9255  -0.8428  5.3318
H  -1.5647  -0.7031  2.9823
H  -4.2958  -3.9479  3.4898
H  -3.6271  -4.1216  5.8838
C  -2.7506  -1.6882  -3.5815
Si  -0.9841  -1.3785  -2.9981
C  -0.5429  -2.8714  -1.9098
C  0.1452  -1.4564  -4.5147
C  -0.7799  0.1610  -2.0238
Si  -1.3346  1.7963  -2.6652
C  -0.1156  2.4257  -3.9759
C  -3.0220  1.8360  -3.5163
C  -1.3801  3.1575  -1.3397
H  -2.8119  -2.6865  -4.0210
H  -3.0742  -0.9725  -4.3374
H  -3.4651  -1.6571  -2.7605
H  -0.5556  -3.7977  -2.4892
H  -1.2509  -3.0367  -1.0902
H  0.4571  -2.7991  -1.4690
H  0.2045  -2.4669  -4.9243
H  1.1590  -1.1336  -4.2743
H  -0.2293  -0.8032  -5.3039
H  0.3228  0.3029  -2.0828
H  -0.0412  1.7270  -4.8094
H  0.8887  2.5367  -3.5624
H  -0.4163  3.3966  -4.3742
H  -2.9625  1.4395  -4.5311
H  -3.3536  2.8737  -3.5922
H  -3.7945  1.2773  -2.9943
H  -0.6252  3.0121  -0.5673
H  -2.3440  3.2089  -0.8339
H  -1.2059  4.1339  -1.7987

E_tot = -291192.83054 eV
Total charge = -1
HOMO energy = -4.560 eV
Energy above the lowest of the compared OMol25 structures with the same formula, charge and spin = 2.3 kcal/mol
Kohn-Sham gap = 0.2472 hartree



Below is C14H30N8O6P as an isolated structure at a distorted geometry, with properties calculated with ωB97M-V/def2-TZVPD.

Geometry (Å):
O  -0.3351  0.1448  4.7324
O  1.3483  4.5880  3.1185
O  -3.8462  -1.7625  -1.7694
N  -0.8241  -2.1013  -6.2102
N  1.1361  -1.2180  -5.4859
O  -3.2998  -3.3816  -4.7929
O  -4.4305  -3.9858  -0.6473
O  -2.4606  -2.2117  -0.7128
C  0.1044  1.1909  4.2859
C  1.8804  3.7928  3.8793
C  0.0632  -1.1452  -6.3662
C  0.9061  -2.3047  -4.8086
C  -0.1988  0.9466  -0.7388
N  0.0070  2.1448  -1.2105
N  2.1207  4.1496  5.1437
N  0.7677  0.2097  -0.2181
N  -0.2895  -2.8591  -5.2259
N  1.4237  1.3082  4.0903
N  -1.4108  0.4753  -0.7920
C  -0.8621  2.3090  3.9408
C  2.7071  3.3420  6.2166
C  2.2043  0.5466  -0.0952
C  -0.9865  -3.9683  -4.5599
C  2.6075  0.8331  1.3590
C  -2.2262  -3.3967  -3.8655
C  2.0727  2.1858  1.8673
C  -2.6769  -4.2173  -2.6673
C  2.2013  2.3621  3.3987
P  -3.3929  -3.1267  -1.4594
H  -3.0128  -2.9271  -5.6139
H  -4.9201  -3.3287  -0.1363
H  -3.1056  -1.5637  -1.1440
H  -0.0423  -0.3567  -7.1071
H  1.5422  -2.6993  -4.0220
H  0.9314  2.5331  -1.1698
H  -0.7478  2.6788  -1.6002
H  1.8526  5.0972  5.3664
H  0.4895  -0.6927  0.1333
H  1.9368  0.5076  4.4303
H  -1.6037  -0.4684  -0.4725
H  -2.1552  1.0154  -1.1942
H  -1.8798  1.9279  4.0194
H  -0.7384  3.1240  4.6509
H  -0.6956  2.6727  2.9315
H  2.0258  2.5369  6.5003
H  2.8791  3.9689  7.0945
H  3.6629  2.9183  5.9031
H  2.7857  -0.3102  -0.4422
H  2.4740  1.3975  -0.7227
H  -0.3155  -4.4343  -3.8325
H  -1.2704  -4.7358  -5.2874
H  3.6960  0.8453  1.4269
H  2.2397  0.0168  1.9807
H  -1.9910  -2.3713  -3.5500
H  2.6290  2.9821  1.3698
H  1.0268  2.2897  1.5860
H  -1.8403  -4.7274  -2.1902
H  -3.4161  -4.9657  -2.9629
H  3.2526  2.2188  3.6480

E_tot = -48492.83320 eV
Total charge = +1
HOMO energy = -11.914 eV
Energy above the lowest of the compared OMol25 structures with the same formula, charge and spin = 113.3 kcal/mol
Kohn-Sham gap = 0.3484 hartree



Below is a single C24H32N2O4 molecule, with properties calculated with ωB97M-V/def2-TZVPD.

Geometry (Å):
C  -0.2753  -2.4859  -2.5682
C  -0.5691  -3.3570  -1.3515
O  -1.3821  -2.7121  -0.3902
C  -0.8496  -1.8090  0.4787
C  0.4988  -1.4764  0.5491
C  0.9474  -0.5723  1.4962
C  0.0663  0.0025  2.3906
C  -1.2764  -0.3309  2.3256
C  -1.7573  -1.2153  1.3746
C  -3.2320  -1.5555  1.3075
N  -4.0914  -0.7222  0.4852
C  -3.8315  -0.7178  -0.9357
C  -2.7683  0.2990  -1.3770
C  -3.1609  1.6990  -0.9083
O  -2.2269  2.7079  -1.3071
C  -0.9770  2.6473  -0.7367
C  -0.6876  3.4419  0.3695
C  0.5691  3.3997  0.9442
C  1.5522  2.5753  0.4283
C  1.2864  1.8021  -0.6979
C  2.2694  0.8546  -1.2990
O  1.9187  -0.0766  -2.0045
N  3.5741  1.1079  -1.0445
C  4.6061  0.1546  -1.3683
C  4.8776  -0.7749  -0.1835
O  5.2736  0.0155  0.9168
C  5.5040  -0.7372  2.0789
C  0.0210  1.8454  -1.2736
C  -3.3818  1.6816  0.6041
C  -4.4077  0.5992  0.9711
H  0.3541  -1.6376  -2.3123
H  -1.2083  -2.1161  -2.9868
H  0.2353  -3.0808  -3.3209
H  0.3594  -3.7200  -0.8944
H  -1.1624  -4.2268  -1.6531
H  1.2071  -1.9043  -0.1415
H  1.9979  -0.3231  1.5354
H  0.4182  0.7009  3.1348
H  -1.9687  0.0990  3.0366
H  -3.3314  -2.5752  0.9252
H  -3.6456  -1.5268  2.3203
H  -3.5262  -1.7215  -1.2324
H  -4.7778  -0.4787  -1.4380
H  -1.8065  0.0325  -0.9391
H  -2.6732  0.2856  -2.4643
H  -4.0847  2.0083  -1.4132
H  -1.4569  4.0828  0.7723
H  0.7800  4.0072  1.8122
H  2.5086  2.5299  0.9287
H  3.8250  1.8091  -0.3673
H  4.2607  -0.4338  -2.2207
H  5.5186  0.6945  -1.6284
H  5.6662  -1.4975  -0.4421
H  3.9629  -1.3346  0.0643
H  6.3062  -1.4694  1.9260
H  4.5981  -1.2707  2.3940
H  5.7990  -0.0328  2.8540
H  -0.1692  1.2461  -2.1505
H  -2.4302  1.4734  1.0961
H  -3.7420  2.6560  0.9402
H  -4.5284  0.5564  2.0558
H  -5.3759  0.8775  0.5347

E_tot = -36577.50797 eV
HOMO energy = -7.932 eV
Energy above the lowest of the compared OMol25 structures with the same formula, charge and spin = 51.0 kcal/mol
Kohn-Sham gap = 0.3180 hartree
Structure (SMILES) = CCOc1ccccc1CN1CCC(Oc2cccc(C(=O)NCCOC)c2)CC1



Below is H4N2S2 as an isolated structure at a distorted geometry, with properties calculated with ωB97M-V/def2-TZVPD.

Geometry (Å):
N  0.6009  -1.3230  0.1517
N  -0.0757  0.2667  -0.2821
S  1.0423  1.5066  -0.5530
S  -1.3701  0.5180  0.7393
H  1.0146  -1.5326  -0.7652
H  -0.3335  -1.8110  0.2182
H  1.6551  1.9660  0.7071
H  -2.5336  0.4092  -0.2160

E_tot = -24707.73211 eV
Multiplicity = 3
HOMO energy (alpha / beta) = -5.207 / -8.629 eV
Energy above the lowest of the compared OMol25 structures with the same formula, charge and spin = 126.3 kcal/mol
Kohn-Sham gap (alpha / beta) = 0.2051 / 0.1761 hartree



Below is a single C6H13N molecule at a distorted geometry, with properties calculated with ωB97M-V/def2-TZVPD.

Geometry (Å):
C  0.8739  -0.5120  2.5757
C  0.9285  0.1110  1.0251
C  -0.3087  0.3520  0.1857
C  -1.5930  -0.2886  0.5974
C  -0.1078  0.5026  -1.1764
C  -0.9908  0.6029  -2.3810
N  1.2680  0.6583  -1.4526
H  0.2098  -1.4449  2.5159
H  1.8743  -0.7306  2.9962
H  0.3299  0.0708  3.2475
H  1.6121  -0.6460  0.5131
H  1.7876  0.8268  1.1397
H  -1.4172  -1.4186  0.2912
H  -2.3974  -0.0195  -0.1433
H  -1.9849  -0.1023  1.6621
H  -0.6130  -0.0631  -3.1719
H  -0.7928  1.4575  -2.9113
H  -2.0119  0.3161  -2.0162
H  1.5279  0.5018  -2.4357
H  1.8055  -0.1743  -1.0610

E_tot = -7920.40109 eV
HOMO energy = -7.669 eV
Energy above the lowest of the compared OMol25 structures with the same formula, charge and spin = 56.1 kcal/mol
Kohn-Sham gap = 0.3158 hartree
Structure (SMILES) = CC/C(C)=C(/C)N